{
  "formula": "C31H33FN5O8V",
  "method": "wB97M-V/def2-TZVPD",
  "total_energy_ev": -84903.41564,
  "total_charge": 2,
  "spin_multiplicity": 3,
  "relative_energy_kj_mol": 305.88,
  "orbital_gap_ev": [8.44, 8.50],
  "lumo_energy_ev": [-5.11, -5.09],
  "elements": ["V", "C", "C", "N", "C", "C", "C", "O", "O", "C", "O", "C", "C", "C", "F", "C", "C", "C", "N", "C", "C", "N", "C", "C", "H", "H", "H", "H", "H", "H", "H", "H", "H", "H", "H", "H", "H", "H", "H", "H", "H", "H", "O", "C", "C", "C", "C", "C", "C", "C", "C", "N", "H", "H", "H", "H", "H", "H", "H", "H", "H", "H", "H", "O", "C", "O", "C", "C", "C", "C", "C", "C", "N", "O", "O", "H", "H", "H", "H"],
  "positions_angstrom": [[0.151351, 0.171951, -0.358594], [3.573730, 2.378775, 5.848395], [3.141244, 0.916802, 5.864975], [2.891377, 0.421107, 4.517912], [1.630383, 0.433106, 4.072611], [1.249764, 0.044245, 2.816436], [-0.199429, 0.132673, 2.447526], [-1.074508, 0.295904, 3.265697], [-0.407364, 0.043578, 1.167370], [2.225395, -0.434027, 1.875116], [1.964937, -0.863800, 0.734973], [3.598086, -0.387953, 2.362927], [4.638697, -0.732523, 1.492104], [5.943834, -0.653833, 1.893185], [6.893626, -0.945192, 0.980880], [6.310112, -0.265328, 3.201817], [5.260807, 0.065230, 4.060247], [3.915432, 0.037821, 3.670044], [7.624663, -0.250945, 3.635720], [8.711062, -0.816976, 2.843641], [9.981546, -0.903472, 3.698360], [9.587249, -1.249095, 5.086580], [8.838132, -0.119015, 5.722864], [8.112616, 0.677876, 4.626621], [3.782641, 2.712637, 6.859494], [2.787924, 3.009600, 5.443351], [4.465666, 2.525462, 5.246208], [2.212620, 0.821594, 6.428463], [3.888193, 0.286870, 6.351005], [0.862777, 0.776478, 4.756298], [4.406051, -1.036404, 0.481410], [5.494133, 0.337314, 5.073915], [8.939415, -0.222517, 1.949393], [8.417824, -1.818279, 2.516272], [10.528550, 0.041133, 3.720380], [10.645484, -1.667778, 3.291793], [10.409610, -1.501227, 5.646585], [8.981548, -2.078551, 5.037622], [9.534166, 0.520147, 6.267290], [8.120650, -0.536952, 6.430724], [8.785559, 1.402373, 4.152209], [7.305595, 1.252541, 5.073380], [-2.599641, 0.404274, -0.120115], [-3.492622, -0.405526, -0.864920], [-3.147424, -1.902698, -0.813258], [-1.665480, -2.208898, -1.138412], [-1.254151, -1.454095, -2.367911], [-1.460495, -1.958416, -3.648560], [-1.183790, -1.161300, -4.747155], [-0.750116, 0.141241, -4.533544], [-0.548638, 0.565044, -3.232812], [-0.751315, -0.228257, -2.179096], [-2.792740, 0.278593, 0.820268], [-3.443132, -0.029535, -1.890812], [-4.516193, -0.265089, -0.501250], [-3.783631, -2.415892, -1.537872], [-3.377595, -2.301451, 0.179053], [-1.553164, -3.286164, -1.280750], [-1.023355, -1.902679, -0.288296], [-1.820628, -2.966712, -3.784163], [-1.320722, -1.538715, -5.747030], [-0.546872, 0.808114, -5.356377], [-0.218391, 1.577438, -3.024516], [3.466247, 0.185201, -1.565867], [2.645660, 0.915242, -1.066332], [1.366317, 0.792052, -1.260764], [3.035981, 2.004643, -0.098234], [2.081677, 2.665890, 0.674378], [2.487293, 3.547507, 1.659494], [3.845430, 3.783124, 1.836601], [4.802380, 3.169700, 1.038662], [4.393366, 2.264637, 0.080804], [4.282471, 4.636065, 2.926281], [3.431774, 5.110947, 3.639927], [5.475928, 4.761703, 3.086665], [1.013687, 2.495542, 0.506848], [1.776891, 4.058169, 2.291749], [5.843107, 3.405926, 1.200757], [5.099889, 1.749428, -0.550254]],
  "forces_ev_per_a": [[-2.7, -3.1, -2.2], [0.0, -0.2, 0.1], [0.2, 0.5, 0.5], [-0.4, -0.1, -0.1], [-0.2, -0.1, -0.3], [-0.2, -0.1, -0.4], [0.7, 0.2, 2.7], [0.2, -0.1, -0.6], [-2.7, -0.2, 5.1], [0.0, 0.2, 1.0], [-0.5, 0.4, -0.7], [0.2, 0.0, 0.1], [0.2, 0.0, 0.3], [-0.4, 0.0, -0.1], [0.0, 0.1, 0.0], [-0.7, -0.1, -0.2], [0.1, 0.0, 0.1], [0.3, -0.2, -0.8], [0.4, -0.1, 0.1], [0.0, -0.1, -0.3], [0.1, 0.1, -0.8], [0.2, -0.5, 0.2], [-0.5, 0.8, 0.2], [0.0, 0.1, 0.1], [0.0, 0.1, 0.1], [-0.1, 0.1, -0.1], [0.2, 0.0, -0.1], [0.1, -0.1, 0.0], [-0.1, 0.0, 0.0], [0.1, 0.0, 0.1], [0.0, 0.0, -0.1], [0.1, 0.1, 0.1], [0.0, -0.1, 0.1], [0.1, 0.1, 0.0], [-0.1, -0.1, 0.2], [-0.1, 0.0, 0.2], [-0.2, 0.0, -0.1], [0.2, 0.2, 0.1], [0.1, -0.2, -0.1], [0.2, -0.1, -0.1], [0.0, 0.0, 0.1], [0.1, 0.0, 0.0], [0.2, 0.0, 0.3], [-0.4, -0.4, -0.3], [0.2, 0.4, 0.1], [-0.1, 0.2, 0.1], [-0.1, -0.5, -0.2], [0.1, 0.2, 0.0], [0.0, 0.1, 0.3], [0.0, 0.0, 0.2], [0.0, 0.3, -0.7], [-0.4, -0.1, -0.4], [0.2, 0.1, -0.1], [-0.1, -0.1, 0.1], [0.1, 0.0, -0.2], [0.0, 0.0, 0.1], [0.0, 0.0, -0.1], [0.2, 0.1, 0.1], [-0.3, -0.4, -0.2], [-0.1, -0.1, 0.1], [0.0, -0.1, -0.1], [0.0, 0.1, 0.0], [0.1, -0.2, 0.0], [-0.4, 0.4, 0.0], [2.9, 0.2, 0.2], [3.5, 2.6, -3.7], [-0.1, 0.0, 0.0], [0.1, -0.2, -0.2], [0.1, 0.3, 0.2], [-0.5, -0.8, -0.8], [0.0, 0.1, 0.2], [-0.3, 0.1, -0.1], [0.1, 0.0, 0.4], [-0.3, 0.2, 0.2], [0.4, 0.1, 0.1], [0.3, 0.2, 0.1], [0.0, 0.0, 0.0], [0.0, 0.0, 0.0], [0.1, -0.1, 0.0]],
  "mulliken_charge": [0.9955, -0.8863, -1.0862, 0.1365, 0.2674, -0.5337, -0.1368, -0.6397, -0.3218, 1.3423, -0.9000, 1.1848, -0.8890, 0.6867, -0.3764, -1.1814, -0.7797, 0.0315, 0.2432, -0.6994, -0.8744, -0.0681, -0.7551, -0.5982, 0.4594, 0.3192, 0.2130, 0.4793, 0.4537, 0.5540, 0.5987, 0.5548, 0.3939, 0.4933, 0.3734, 0.4155, 0.3638, 0.3872, 0.3930, 0.4048, 0.2935, 0.3384, -0.4875, -0.6911, -0.7744, -0.3579, 0.7911, -0.8199, -0.3558, -0.8448, -0.3467, -0.0271, 0.3077, 0.3305, 0.4512, 0.4006, 0.3819, 0.6046, -0.2974, 0.5288, 0.4482, 0.4421, 0.5531, -0.6114, 0.3911, -0.1676, 0.4965, -0.0140, -0.5747, -0.1738, -0.6100, -0.7689, 1.0934, -0.5883, -0.6232, 0.5388, 0.5839, 0.5751, 0.5651]
}